{
  "formula": "C28H23BrN6OPtSeSi",
  "method": "wB97M-V/def2-TZVPD",
  "total_charge": 0,
  "e_above_lowest_kj_mol": 0.0,
  "e_homo_ev": [-7.2, -7.2],
  "spin_multiplicity": 1,
  "total_energy_ev": -186909.5015,
  "species": ["Pt", "Br", "C", "C", "C", "C", "C", "C", "N", "N", "C", "C", "C", "C", "O", "C", "N", "C", "C", "C", "C", "H", "H", "H", "H", "H", "H", "H", "H", "H", "Se", "N", "C", "C", "C", "C", "N", "C", "N", "H", "H", "H", "C", "Si", "C", "C", "C", "C", "C", "C", "C", "H", "H", "H", "H", "H", "H", "H", "H", "H", "H", "H"],
  "coordinates": [[0.3816, -0.0172, 0.2202], [3.0730, -7.2617, -2.6142], [1.2593, -6.7461, -2.7852], [0.2598, -7.6691, -2.5421], [-1.0647, -7.2819, -2.6848], [-1.3999, -5.9784, -3.0275], [-0.3746, -5.0633, -3.2736], [0.9502, -5.4483, -3.1654], [-2.8077, -5.7345, -3.2022], [-3.3165, -4.5945, -3.2297], [-2.8137, -3.4875, -2.5112], [-3.1209, -2.2624, -3.0602], [-2.5436, -1.0738, -2.6152], [-1.6429, -1.0735, -1.5626], [-1.0326, 0.0162, -1.2106], [-1.4504, -2.3170, -0.8480], [-0.6952, -2.2596, 0.2845], [-0.5904, -3.3434, 1.0156], [-1.2261, -4.5535, 0.7006], [-1.9583, -4.6329, -0.4457], [-2.0675, -3.5060, -1.2912], [0.5106, -8.6812, -2.2553], [-1.8674, -7.9928, -2.5308], [-0.6065, -4.0569, -3.5915], [1.7417, -4.7421, -3.3757], [-3.7789, -2.2630, -3.9215], [-2.7616, -0.1296, -3.0960], [-0.0142, -3.2684, 1.9315], [-1.1337, -5.4003, 1.3671], [-2.4817, -5.5460, -0.6896], [3.8337, 2.8858, 2.7362], [4.2380, 1.5144, 3.7718], [3.5610, 0.4885, 3.2964], [3.6360, -0.8452, 3.8066], [2.9281, -1.7869, 3.1525], [2.0794, -1.4306, 2.0543], [1.9113, -0.2257, 1.5796], [2.7200, 0.7586, 2.1529], [2.7620, 1.9752, 1.6838], [4.2504, -1.0662, 4.6687], [2.9621, -2.8251, 3.4524], [1.5051, -2.2005, 1.5615], [1.8434, 2.9799, -0.9963], [0.3812, 2.2967, -0.0418], [-1.1447, 2.8774, -0.9511], [0.1573, 3.1206, 1.6579], [-0.1291, 2.4199, 2.8324], [-0.3005, 3.0735, 4.0455], [-0.1866, 4.4562, 4.1156], [0.0764, 5.1778, 2.9599], [0.2369, 4.5136, 1.7491], [2.1977, 3.9162, -0.5516], [1.5472, 3.1841, -2.0278], [2.6799, 2.2821, -1.0039], [-1.0376, 3.9464, -1.1667], [-2.0401, 2.7366, -0.3429], [-1.2860, 2.3463, -1.8919], [-0.2193, 1.3395, 2.7934], [-0.5208, 2.5053, 4.9420], [-0.3150, 4.9678, 5.0614], [0.1564, 6.2575, 3.0021], [0.4277, 5.0995, 0.8538]],
  "forces_ev_per_angstrom": [[-0.300, -0.004, -0.170], [0.012, 0.004, 0.009], [-0.009, 0.059, 0.018], [-0.093, -0.052, 0.004], [-0.020, -0.117, 0.100], [-0.263, 0.129, 0.763], [-0.062, 0.023, -0.267], [-0.015, -0.009, -0.039], [0.684, 0.127, -1.379], [-0.611, -0.275, 1.462], [0.344, 0.090, -0.378], [0.147, 0.202, -0.225], [-0.172, -0.042, -0.119], [0.214, -0.030, 0.193], [-0.023, -0.007, 0.169], [-0.027, 0.160, 0.005], [0.238, -0.079, -0.225], [-0.062, 0.049, 0.091], [0.023, -0.003, 0.108], [-0.044, 0.027, -0.122], [-0.023, -0.266, 0.009], [-0.014, 0.004, -0.022], [0.029, -0.005, 0.002], [0.008, 0.056, 0.046], [-0.013, 0.005, -0.002], [0.022, 0.043, 0.006], [-0.013, -0.029, -0.025], [-0.025, -0.042, -0.011], [-0.017, 0.031, 0.010], [0.019, -0.025, -0.062], [0.079, 0.243, 0.001], [-0.032, -0.039, -0.026], [-0.042, -0.234, 0.100], [0.064, 0.251, 0.026], [-0.164, -0.090, -0.242], [0.160, -0.192, 0.115], [0.033, 0.345, 0.179], [-0.151, -0.268, -0.154], [-0.027, -0.007, 0.014], [0.026, 0.036, -0.030], [-0.045, 0.005, -0.025], [0.030, 0.010, 0.053], [0.188, 0.152, -0.011], [0.009, -0.334, 0.323], [-0.163, -0.016, -0.186], [0.048, 0.151, 0.025], [-0.006, 0.045, -0.048], [0.035, 0.010, 0.021], [-0.009, -0.016, -0.006], [0.028, -0.028, -0.024], [0.035, -0.022, -0.004], [-0.026, -0.023, -0.056], [0.018, -0.010, 0.009], [-0.019, 0.027, -0.020], [-0.021, -0.017, 0.063], [0.002, -0.008, -0.037], [0.020, 0.056, 0.001], [-0.015, -0.034, -0.003], [-0.006, -0.003, -0.022], [0.006, -0.007, -0.007], [-0.018, -0.004, -0.014], [0.025, -0.004, 0.034]],
  "mulliken_charge": [0.495, -0.191, 0.186, -0.523, -0.041, -0.111, -0.030, -0.713, -0.535, -0.445, -0.059, -0.337, -0.822, 0.760, -0.573, 0.261, -0.792, -0.079, -1.235, -0.382, 0.535, 0.422, 0.481, 0.427, 0.443, 0.421, 0.443, 0.663, 0.421, 0.633, 0.291, -0.825, 0.782, -0.603, -0.798, -0.231, -0.053, 0.276, -0.206, 0.471, 0.398, 0.592, -1.232, 0.742, -1.303, 0.440, -0.054, -0.742, -0.410, -0.766, -0.262, 0.309, 0.383, 0.319, 0.389, 0.311, 0.347, 0.271, 0.390, 0.389, 0.377, 0.288]
}



{
  "formula": "C28H23ClN2O4S",
  "method": "wB97M-V/def2-TZVPD",
  "total_charge": 0,
  "e_homo_ev": -8.5,
  "spin_multiplicity": 1,
  "total_energy_ev": -63936.2245,
  "species": ["O", "C", "N", "C", "C", "H", "H", "C", "C", "C", "H", "H", "H", "H", "C", "C", "O", "C", "C", "C", "C", "C", "C", "O", "H", "H", "Cl", "H", "C", "C", "N", "O", "C", "C", "C", "C", "C", "C", "H", "H", "H", "H", "H", "H", "H", "H", "H", "C", "C", "C", "C", "C", "C", "S", "H", "H", "H", "H", "H"],
  "coordinates": [[-0.9790, 3.9062, -0.2109], [0.1510, 3.4548, -0.2926], [0.6551, 3.0422, -1.5016], [-0.2982, 2.6350, -2.5149], [-0.1895, 1.1193, -2.7868], [0.4905, 0.9121, -3.6138], [-1.1738, 0.7342, -3.0512], [0.3545, 0.4033, -1.5440], [1.7925, 0.9001, -1.2705], [1.9222, 2.3753, -1.6758], [2.1782, 2.4521, -2.7362], [2.7111, 2.8760, -1.1153], [2.4878, 0.2824, -1.8398], [2.0114, 0.7757, -0.2079], [0.3979, -1.1345, -1.6753], [1.0081, -1.6990, -0.3822], [1.7909, -2.6142, -0.3651], [0.4489, -1.0506, 0.8171], [0.6798, -1.5995, 2.0804], [0.0907, -1.0338, 3.1911], [-0.7695, 0.0539, 3.0615], [-0.9880, 0.6135, 1.8219], [-0.3518, 0.0938, 0.6948], [-0.5319, 0.7371, -0.4735], [-1.6353, 1.4655, 1.6946], [-1.2504, 0.4644, 3.9353], [0.4064, -1.6794, 4.7611], [1.3167, -2.4673, 2.1554], [-0.9695, -1.8006, -1.9171], [-0.7384, -2.3882, -3.2936], [0.4467, -2.1864, -3.7170], [1.1900, -1.4850, -2.8221], [-1.7348, -3.1110, -4.0570], [-1.4070, -3.6245, -5.3144], [-2.3470, -4.3173, -6.0496], [-3.6250, -4.5084, -5.5454], [-3.9578, -4.0028, -4.2999], [-3.0219, -3.3078, -3.5566], [-3.2934, -2.9209, -2.5858], [-4.9519, -4.1510, -3.9045], [-4.3593, -5.0510, -6.1217], [-2.0860, -4.7125, -7.0200], [-0.4079, -3.4678, -5.6882], [-1.7901, -1.0822, -1.8926], [-1.1732, -2.5880, -1.1863], [-1.2884, 2.8911, -2.1339], [-0.1192, 3.1933, -3.4393], [1.0074, 3.2813, 0.8936], [0.4529, 3.3666, 2.1131], [1.0794, 2.9945, 3.3425], [2.3212, 2.4539, 3.5749], [2.5452, 2.1368, 4.9249], [1.4782, 2.4301, 5.7174], [0.1786, 3.1038, 4.8283], [1.3793, 2.2903, 6.7755], [3.4581, 1.7051, 5.2942], [3.0487, 2.2867, 2.8016], [-0.5749, 3.7012, 2.1746], [2.0339, 2.9789, 0.7822]],
  "forces_ev_per_angstrom": [[-0.181, -0.008, 0.194], [-0.104, 0.280, -0.289], [0.007, 0.253, -0.073], [-0.415, 0.090, -0.121], [0.076, -0.118, 0.358], [-0.020, -0.069, 0.016], [-0.012, -0.046, -0.058], [0.436, -0.280, -0.656], [-0.151, 0.200, -0.019], [0.241, -0.281, 0.267], [0.054, 0.044, 0.088], [-0.008, -0.014, -0.118], [0.038, -0.023, 0.044], [0.062, -0.005, -0.019], [-0.228, -0.091, 0.007], [-0.012, 0.040, -0.446], [-0.023, 0.028, 0.016], [-0.162, 0.272, 0.295], [-0.133, 0.147, 0.085], [0.061, -0.033, -0.306], [0.036, -0.084, -0.146], [0.011, -0.100, -0.167], [0.202, -0.442, 0.486], [-0.293, 0.091, -0.109], [-0.078, 0.156, -0.007], [-0.024, 0.031, 0.086], [0.031, -0.118, 0.246], [0.054, -0.075, 0.038], [0.245, -0.005, -0.156], [0.463, 0.603, 0.823], [-0.506, -0.495, -0.726], [0.349, 0.444, 0.745], [-0.379, -0.367, -0.461], [-0.060, 0.040, 0.129], [0.035, -0.004, -0.043], [-0.074, 0.002, 0.057], [-0.136, -0.087, -0.089], [0.308, 0.099, -0.010], [-0.010, 0.049, 0.105], [-0.073, -0.012, 0.028], [-0.059, -0.043, -0.046], [0.031, -0.028, -0.077], [0.096, -0.012, -0.088], [-0.022, -0.051, 0.006], [-0.078, 0.046, -0.034], [0.161, -0.014, -0.155], [-0.081, -0.032, 0.037], [-0.111, 0.060, 0.633], [-0.005, 0.225, -0.922], [0.289, -0.176, 0.894], [-0.379, 0.211, -0.203], [-0.023, -0.024, 0.256], [-0.317, 0.135, -0.094], [0.581, -0.130, -0.297], [0.026, -0.050, 0.221], [0.133, -0.074, 0.091], [0.109, -0.042, -0.195], [-0.121, 0.001, -0.140], [0.147, -0.112, 0.019]],
  "mulliken_charge": [-0.703, 0.717, 0.138, -1.229, -0.990, 0.378, 0.431, 0.577, -0.603, -1.586, 0.432, 0.415, 0.602, 0.401, 2.870, -0.823, -0.621, 0.809, -1.417, 0.074, -0.676, -0.417, 0.357, -0.355, 0.591, 0.563, -0.234, 0.615, -1.479, 0.082, -0.794, -0.303, 0.678, -0.526, -0.600, -0.349, -0.821, -0.296, 0.385, 0.391, 0.388, 0.394, 0.472, 0.526, 0.638, 0.474, 0.293, -0.549, -0.241, 0.413, -0.348, -0.573, -0.427, -0.147, 0.473, 0.410, 0.434, 0.436, 0.255]
}



{
  "formula": "C28H24I2N5OSbSe4Tc",
  "method": "wB97M-V/def2-TZVPD",
  "total_charge": 0,
  "e_above_lowest_kj_mol": 8.9,
  "e_homo_ev": [-6.8, -6.7],
  "s_squared": 3.778,
  "spin_multiplicity": 4,
  "total_energy_ev": -325245.5955,
  "species": ["Tc", "C", "C", "C", "C", "C", "C", "C", "N", "N", "C", "C", "C", "C", "C", "C", "N", "C", "C", "C", "C", "C", "C", "N", "H", "H", "H", "H", "H", "H", "H", "H", "H", "H", "H", "H", "H", "H", "H", "H", "H", "H", "H", "H", "I", "C", "C", "C", "I", "C", "C", "C", "C", "N", "C", "C", "O", "H", "H", "H", "H", "Se", "Sb", "Se", "Se", "Se"],
  "coordinates": [[-1.1536, -3.3654, 19.3418], [-1.6855, -1.1595, 21.3713], [-2.2277, -0.4074, 20.1699], [-1.2248, -0.2451, 19.0381], [-0.9481, 0.9419, 18.3938], [-0.1092, 1.0300, 17.2937], [0.5427, -0.2114, 16.8820], [0.2738, -1.3622, 17.6017], [-0.6552, -1.4369, 18.5570], [-1.8369, -2.6465, 21.2931], [-3.2777, -2.9119, 21.6270], [-3.7956, -4.1495, 22.3791], [-5.1680, -4.4292, 22.2920], [-5.7005, -5.3633, 23.1181], [-4.8419, -5.9533, 24.0820], [-3.5096, -5.5806, 24.1368], [-2.9843, -4.7343, 23.2860], [-0.8763, -3.2925, 22.2801], [0.5101, -3.4890, 21.7270], [1.5002, -4.0030, 22.4813], [2.7990, -4.3228, 21.9532], [3.0048, -3.9985, 20.5863], [1.9682, -3.5110, 19.8813], [0.7288, -3.3237, 20.3847], [-0.6221, -1.0018, 21.3369], [-2.1356, -0.7692, 22.3079], [-3.1884, -0.8677, 19.8649], [-2.3388, 0.5815, 20.4562], [-1.4549, 1.8141, 18.7527], [0.1876, 1.9838, 16.9058], [1.2048, -0.2617, 16.0090], [0.6033, -2.3471, 17.2220], [-3.6040, -2.1465, 22.2833], [-3.8967, -2.8996, 20.6932], [-5.7823, -3.9138, 21.5506], [-6.7720, -5.6118, 23.0430], [-5.1288, -6.7717, 24.7308], [-2.9537, -5.9815, 24.9554], [-0.8962, -2.7167, 23.1976], [-1.3546, -4.2931, 22.4412], [1.3277, -4.0765, 23.5597], [3.5843, -4.7780, 22.5387], [3.9673, -4.0230, 20.0428], [2.1343, -3.3252, 18.8652], [-1.8325, -8.1977, 21.7843], [-1.1163, -7.5937, 19.9334], [-0.5263, -8.5721, 19.1409], [-0.0446, -8.2914, 17.9039], [1.2797, -9.8285, 17.1037], [-0.1577, -7.0184, 17.3666], [0.2969, -6.6097, 16.0382], [0.1884, -5.3063, 15.5935], [-0.4576, -4.4225, 16.4738], [-0.6027, -4.6374, 17.7965], [-0.5022, -5.9515, 18.2686], [-0.9712, -6.2398, 19.5742], [-1.2042, -5.2069, 20.3535], [-0.7751, -9.6159, 19.4289], [0.5583, -7.4084, 15.4027], [0.5397, -4.9692, 14.6299], [-0.7757, -3.3916, 16.1682], [-2.3918, -1.7134, 15.2066], [-4.1833, -2.6805, 16.5197], [-3.3543, -4.2301, 18.5373], [-5.5962, -0.9467, 17.5011], [-5.4689, -4.0721, 15.0279]],
  "forces_ev_per_angstrom": [[-1.014, -1.600, 0.545], [0.364, -0.344, -0.164], [0.389, -1.325, -0.936], [0.152, -3.414, -1.304], [-0.147, 0.221, 0.017], [1.639, -3.146, 0.322], [-0.617, 2.201, 0.530], [-0.791, -0.439, -1.325], [-0.597, 1.895, 1.109], [0.075, 0.730, 0.616], [-0.893, -1.566, -1.058], [1.114, -0.084, 0.611], [0.779, 0.905, -1.096], [-0.129, -1.321, 1.492], [-0.630, -0.156, -0.680], [-1.768, -0.494, -0.102], [-0.511, 1.153, -0.681], [-1.116, -0.552, -1.227], [-0.678, 0.325, -2.336], [3.166, -0.734, 1.662], [-1.721, 0.979, -1.163], [1.648, -0.495, 1.818], [-2.097, 0.114, 0.687], [0.239, 0.208, 0.719], [0.639, 0.253, 0.592], [0.382, -0.251, -0.389], [0.382, 0.560, -0.346], [-1.040, 1.956, 0.887], [-0.125, 0.454, 0.146], [-0.244, 0.191, -0.535], [-0.273, 0.138, 0.528], [0.219, 0.842, 0.410], [-0.304, 1.143, 0.547], [0.754, 0.420, 0.689], [0.236, -0.124, 0.168], [0.711, -0.015, 0.153], [-0.463, 0.264, 0.079], [0.915, -0.201, 0.124], [0.212, -0.048, 0.373], [1.041, 0.927, 0.257], [0.079, -0.336, -0.376], [-0.111, 0.125, 0.202], [-0.516, -0.450, 0.759], [-0.272, 0.433, -1.474], [-0.160, 0.334, 0.037], [0.687, 1.206, 0.046], [-1.856, -1.423, 0.282], [1.062, -1.435, -0.615], [-0.926, 0.816, 0.014], [1.436, 2.477, -0.765], [-1.056, 0.430, 1.296], [-0.629, -1.362, 1.051], [0.761, 1.937, 1.622], [0.497, -1.368, -1.675], [-0.264, -0.725, -1.829], [0.246, 0.393, 0.762], [-0.471, -0.233, -0.384], [1.048, 0.686, -0.076], [0.787, -0.653, -0.776], [-0.333, -0.119, -0.135], [0.359, -1.047, -0.013], [0.033, -0.234, -0.050], [0.662, 1.327, 1.631], [-0.681, 0.938, -0.674], [0.242, -0.570, -0.004], [-0.525, -0.721, -0.593]],
  "mulliken_spin": [1.920, -0.012, 0.016, 0.058, -0.011, 0.025, -0.011, 0.045, -0.112, -0.071, -0.008, -0.005, -0.001, 0.002, 0.000, 0.000, 0.001, 0.003, 0.032, -0.011, 0.021, -0.001, 0.028, -0.044, 0.002, 0.002, -0.008, 0.002, 0.000, 0.000, 0.001, -0.016, 0.004, 0.002, 0.001, 0.000, 0.000, 0.000, -0.001, 0.005, 0.000, 0.001, 0.000, -0.001, 0.001, 0.017, -0.011, 0.024, -0.001, -0.018, 0.022, -0.012, 0.044, -0.064, -0.011, 0.031, -0.002, 0.000, 0.001, 0.000, 0.001, 0.089, -0.053, 0.050, 0.093, 0.943]
}